No. 1
10
Properties=species:S:1:pos:R:3 method="wB97M-V/def2-TZVPD" smiles="NS(=O)#S(N)=O"
N 1.27 -0.14 -1.36
S 1.05 -1.11 0.07
O 1.33 -0.26 1.24
S -1.45 -0.70 -0.05
N -1.25 0.17 1.34
O -1.56 0.18 -1.21
H 1.73 0.62 -1.06
H 0.47 0.15 -1.89
H -0.41 -0.02 1.88
H -1.18 1.10 1.03

---

No. 2
9
Properties=species:S:1:pos:R:3 method="wB97M-V/def2-TZVPD" s_squared=2.0062 multiplicity=3
N -1.04 0.98 -0.63
N 1.53 -0.69 0.64
O 1.25 1.90 -0.43
S 0.20 1.39 0.43
S 2.91 -0.36 -0.16
H -1.17 1.67 -1.42
H -1.96 1.06 -0.17
H 0.96 -1.43 0.27
H 1.72 -0.71 1.63

---

No. 3
9
Properties=species:S:1:pos:R:3 method="wB97M-V/def2-TZVPD" smiles="S=[NH+][S-].NS"
S -0.97 -0.52 3.06
N 0.29 -0.04 2.05
S 0.33 1.18 0.95
H 1.16 -0.71 2.08
N 0.21 -0.30 -1.69
S -1.18 -1.40 -1.36
H -0.37 0.60 -1.80
H 0.87 -0.06 -0.96
H -1.94 -0.60 -2.07

---

No. 4
11
Properties=species:S:1:pos:R:3 method="wB97M-V/def2-TZVPD" total_charge=-2
N 1.60 -0.42 1.33
N 1.59 0.28 -0.85
N 1.18 0.61 0.49
O -2.55 -0.60 0.66
O -1.66 -0.27 -1.73
O -2.64 1.74 -0.40
P -2.04 0.34 -0.39
H 1.19 -0.20 2.23
H 1.12 -1.42 1.09
H 1.37 -0.84 -1.00
H 0.86 0.78 -1.42

---

No. 5
Entry from the Open Molecules 2025 dataset: a cluster of 2 separate species, H4N3P in total at a distorted geometry (wB97M-V/def2-TZVPD).

Structure (XYZ):
```
8
H4N3P | the Open Molecules 2025 dataset | wB97M-V/def2-TZVPD
N -0.72 0.01 -0.42
N -0.11 0.79 -1.04
N -1.87 -0.13 0.16
P 2.72 0.12 -0.33
H -2.52 0.58 -0.04
H -1.97 -1.11 0.40
H 2.46 -0.96 0.56
H 2.02 0.70 0.71
```

---

No. 6
8
Properties=species:S:1:pos:R:3 method="wB97M-V/def2-TZVPD" smiles=N#N.NN
N -0.88 1.19 0.49
N -1.94 1.51 0.40
N 0.50 -0.88 -0.73
N 1.68 -1.21 0.07
H 0.46 -1.59 -1.45
H -0.28 -1.09 -0.12
H 1.89 -0.33 0.57
H 2.46 -1.26 -0.60

---

No. 7
9
Properties=species:S:1:pos:R:3 method="wB97M-V/def2-TZVPD" total_charge=+1
N -3.24 0.12 -0.05
N 0.48 -1.47 0.31
N -2.22 0.21 -0.38
N 1.15 0.76 -0.04
N 0.24 -0.24 0.17
H 1.47 -1.75 0.26
H 2.17 0.58 -0.05
H 0.84 1.76 -0.12
H -0.89 0.04 -0.11

---

No. 8
Entry from the Open Molecules 2025 dataset: a cluster of 2 separate species, H4N6 in total at a distorted geometry (wB97M-V/def2-TZVPD).

Structure (XYZ):
```
10
H4N6 | the Open Molecules 2025 dataset | wB97M-V/def2-TZVPD
N -1.69 1.80 -2.89
N -2.72 1.67 -3.23
N -0.06 -0.78 0.79
N -0.21 -0.01 -0.22
N 0.92 -0.50 1.70
N -1.21 0.06 -0.99
H 0.54 0.64 -0.37
H 1.39 0.45 1.43
H 1.51 -1.29 1.99
H -2.01 -0.46 -0.94
```

---

No. 9
9
Properties=species:S:1:pos:R:3 method="wB97M-V/def2-TZVPD" smiles="N=P(O)(O)S"
N -1.18 -1.39 -0.11
P -0.20 0.04 -0.02
O -0.31 0.66 1.43
O -0.65 1.27 -0.93
S 1.95 -0.45 0.18
H -1.17 -1.74 -1.03
H -0.35 -0.07 1.99
H -0.65 2.09 -0.41
H 2.56 -0.41 -1.10

---

No. 10
Entry from the Open Molecules 2025 dataset: a structure of composition H4NO2PS at a distorted geometry (wB97M-V/def2-TZVPD).

Structure (XYZ):
```
9
H4NO2PS | the Open Molecules 2025 dataset | wB97M-V/def2-TZVPD
N -1.20 0.82 -0.45
O 1.45 0.48 -1.27
O 1.64 -1.68 0.00
P 1.44 -0.73 1.34
S 0.60 -0.51 -0.62
H -1.40 1.49 -1.18
H -0.76 1.31 0.39
H 0.27 -1.50 1.84
H -2.04 0.32 -0.06
```

---

No. 11
9
Properties=species:S:1:pos:R:3 method="wB97M-V/def2-TZVPD" total_charge=-1
N -0.14 0.72 0.17
O -2.64 0.81 -0.56
O -1.69 -1.41 -0.09
Si 1.26 -0.23 0.15
S -1.86 -0.02 0.39
H -0.20 1.60 -0.65
H 2.38 0.57 -0.40
H 1.58 -0.53 1.56
H 1.30 -1.50 -0.58

---

No. 12
9
Properties=species:S:1:pos:R:3 method="wB97M-V/def2-TZVPD" total_charge=-1
N 0.32 0.01 -0.82
O -1.58 1.10 0.61
O -0.03 2.59 -0.61
Si 0.38 -1.10 0.47
S -0.94 1.45 -0.69
H 0.86 0.04 -1.63
H -0.87 -0.85 1.23
H 0.47 -2.32 -0.13
H 1.38 -0.92 1.59

---

No. 13
Entry from the Open Molecules 2025 dataset: a cluster of 2 separate species, H4NOPS2 in total at a distorted geometry (wB97M-V/def2-TZVPD).

Structure (XYZ):
```
9
H4NOPS2 | the Open Molecules 2025 dataset | wB97M-V/def2-TZVPD
N -2.82 0.16 0.63
O -1.91 0.56 -1.69
P -1.57 0.04 -0.25
S 0.01 -1.02 0.06
S 4.03 -0.11 -0.25
H -2.60 -0.18 1.51
H -2.51 1.31 -1.52
H 4.36 -0.94 0.78
H 3.00 0.18 0.73
```

---

No. 14
6
Properties=species:S:1:pos:R:3 method="wB97M-V/def2-TZVPD" total_charge=-1
N -2.23 0.97 -0.65
H -1.35 1.20 -0.20
H -2.16 1.14 -1.64
H -2.49 0.03 -0.40
S 1.21 -0.47 0.31
H 1.29 -1.15 1.47

---

No. 15
17
Properties=species:S:1:pos:R:3 method="wB97M-V/def2-TZVPD" total_charge=-1
Tl 2.34 -0.16 0.18
S -3.05 2.39 -0.80
O -2.85 3.75 -0.37
O -4.02 1.65 0.01
O -3.71 2.39 -2.10
O -1.80 1.70 -0.87
S -1.44 -3.36 -1.71
O -1.37 -3.08 -0.25
O -2.81 -3.12 -2.13
O -0.46 -2.46 -2.24
O -1.02 -4.71 -2.03
O 6.06 -1.72 1.76
H 6.38 -2.07 2.59
H 6.72 -1.99 1.12
O 0.61 3.34 2.17
H 0.42 3.65 3.06
H -0.01 3.81 1.62

---

No. 16
6
Properties=species:S:1:pos:R:3 method="wB97M-V/def2-TZVPD" smiles=O.O
O 1.21 -0.09 -0.08
H 1.96 -0.69 0.15
H 1.38 0.64 0.53
O -1.67 -0.19 0.10
H -2.12 0.48 -0.42
H -0.76 -0.15 -0.27

---

No. 17
6
Properties=species:S:1:pos:R:3 method="wB97M-V/def2-TZVPD" smiles=O.O
O -1.26 0.92 0.15
H -0.66 0.20 -0.14
H -1.71 1.22 -0.67
O 0.97 -0.93 -0.06
H 0.95 -1.10 0.91
H 1.72 -0.31 -0.18

---

No. 18
6
Properties=species:S:1:pos:R:3 method="wB97M-V/def2-TZVPD" smiles=O.O
O -1.11 -0.18 -0.25
H -1.49 0.70 -0.13
H -1.62 -0.63 0.51
O 1.66 -0.24 -0.18
H 1.85 0.63 0.17
H 0.72 -0.28 -0.11

---

No. 19
6
Properties=species:S:1:pos:R:3 method="wB97M-V/def2-TZVPD" smiles=O.O
O -1.60 -0.48 0.05
H -1.62 0.43 -0.25
H -0.69 -0.62 0.31
O 1.04 0.42 0.19
H 1.79 -0.11 0.49
H 1.08 0.37 -0.79

---

No. 20
Entry from the Open Molecules 2025 dataset: a structure of composition H4O2 at a distorted geometry (wB97M-V/def2-TZVPD).

Structure (XYZ):
```
6
H4O2 | the Open Molecules 2025 dataset | wB97M-V/def2-TZVPD
H 0.23 0.61 -2.49
H 0.67 -0.79 -1.04
H -0.70 -0.68 2.03
H 0.11 0.69 1.98
O 0.92 -0.36 -2.22
O -1.22 0.53 1.74
```

---

| no. | E_tot (eV) |
| --- | --- |
| 1 | -28808.64580 |
| 2 | -26759.82231 |
| 3 | -35547.40375 |
| 4 | -19963.93925 |
| 5 | -13819.02998 |
| 6 | -6024.85465 |
| 7 | -7505.99996 |
| 8 | -9002.01679 |
| 9 | -25774.22273 |
| 10 | -25771.83860 |
| 11 | -24363.64981 |
| 12 | -24363.65184 |
| 13 | -34561.70258 |
| 14 | -12391.24039 |
| 15 | -46897.31423 |
| 16 | -4159.85480 |
| 17 | -4159.89425 |
| 18 | -4159.74701 |
| 19 | -4159.82682 |
| 20 | -4153.43617 |